a.
Computed, not measured: an isolated ion of composition C31H42N3O2 and charge +1, with ωB97M-V with the def2-TZVPD basis set.

The geometry in ORCA input format:
```
! RIJCOSX wB97M-V def2-TZVPD def2/J DEFGRID3
* xyz 1 1
C -1.9576 2.9299 4.6267
O -0.5514 3.0265 4.3155
C -0.0704 1.8774 3.8371
O -0.7481 0.8749 3.6765
C 1.4124 1.9824 3.5531
C 1.8014 3.3477 2.9430
C 2.8307 3.0467 1.8727
C 3.0061 1.5356 1.7811
N 1.9222 0.9105 2.6170
C 2.1156 -0.3601 3.0693
C 3.4721 -0.6077 3.6657
C 3.4802 -1.4505 4.9120
C 2.6818 -2.7430 4.6869
C 1.2921 -2.4764 4.1953
C 1.0358 -1.4501 3.0176
C 0.5007 -1.8983 1.6990
C 0.4274 -3.3067 1.1851
C 1.4632 -4.1658 0.9318
C 1.4067 -5.6136 1.0000
C 2.4030 -6.4749 0.4473
C 2.3823 -7.8350 0.6400
C 1.3463 -8.4638 1.3872
N 1.2579 -9.8317 1.4267
C 0.2052 -10.5325 2.1714
C 2.0593 -10.7201 0.6272
C 0.3899 -7.6076 2.0026
C 0.4021 -6.2584 1.7954
C -0.9937 -1.3612 1.3516
C -1.1729 -0.0921 0.8240
C -2.4364 0.4176 0.5540
C -3.5823 -0.4278 0.7517
N -4.8381 0.0213 0.3907
C -5.9422 -0.9389 0.3592
C -4.9996 1.2656 -0.3395
C -3.4055 -1.5942 1.5538
C -2.1287 -2.0793 1.7476
H -2.1961 3.8697 5.0967
H -2.5483 2.7881 3.7137
H -2.1432 2.0888 5.3041
H 1.9212 1.9174 4.5542
H 0.9192 3.8593 2.5442
H 2.2102 3.9584 3.7620
H 2.5297 3.4398 0.9022
H 3.7637 3.5384 2.1409
H 2.8984 1.1638 0.7674
H 3.9929 1.2712 2.1395
H 4.1739 -1.0520 2.9112
H 3.8926 0.3360 4.0108
H 3.1283 -0.8823 5.7781
H 4.5012 -1.7025 5.1781
H 2.6742 -3.2385 5.6468
H 3.1993 -3.3357 3.9295
H 0.7002 -2.2309 5.1294
H 0.8075 -3.3764 3.8438
H 0.1561 -0.8641 3.2485
H 1.2153 -1.4168 0.9513
H -0.4750 -3.4829 0.5567
H 2.3315 -3.7949 0.3440
H 3.2666 -6.0304 -0.0465
H 3.1640 -8.4340 0.1911
H 0.0485 -10.0486 3.1498
H -0.7677 -10.6038 1.6406
H 0.5406 -11.5728 2.3242
H 2.9995 -10.2533 0.3430
H 2.2633 -11.6031 1.2405
H 1.5393 -11.0496 -0.2874
H -0.3801 -8.0758 2.6403
H -0.3074 -5.6434 2.3569
H -0.3287 0.5338 0.5814
H -2.5731 1.4484 0.2336
H -5.5989 -1.9148 -0.0273
H -6.3576 -1.0805 1.3671
H -6.7342 -0.5463 -0.2822
H -4.2444 1.3317 -1.1279
H -6.0004 1.2878 -0.7672
H -4.8962 2.1333 0.2994
H -4.2970 -2.0497 2.0645
H -2.0306 -3.0854 2.1927
*
```

structure (SMILES): COC(=O)[C@@H]1CCC/[N+]1=C1/CCCC[C@@H]1[C@@H](/C=C/c1ccc(N(C)C)cc1)c1ccc(N(C)C)cc1
LUMO: -4.748 eV
HOMO-LUMO gap: 4.0 eV

b.
Computed, not measured: an isolated ion of composition C31H42N3O2 and charge +1, with ωB97M-V with the def2-TZVPD basis set.

The geometry in ORCA input format:
```
! RIJCOSX wB97M-V def2-TZVPD def2/J DEFGRID3
* xyz 1 1
C 1.4004 0.2427 1.9462
C 2.5206 0.1973 2.7339
C 3.3894 -0.9134 2.6788
N 4.6869 -1.0270 3.2777
C 5.8004 -1.2927 2.2986
C 7.0614 -1.7340 3.0128
O 7.3480 -0.9666 4.1762
C 6.2495 -0.9076 5.0936
C 4.9974 -0.2954 4.4537
C 2.9851 -2.0727 1.9083
C 1.7442 -2.0469 1.3085
C 1.0709 -0.8154 1.0877
C -0.1421 -0.7236 0.1859
C -0.7294 0.7059 0.0455
C -2.0455 0.9599 0.4703
C -2.6084 2.2069 0.4172
C -1.8806 3.2992 -0.0696
N -2.4309 4.6319 -0.2519
C -2.1841 5.1868 -1.5882
C -2.5399 6.6665 -1.6975
O -3.7936 6.9864 -1.0672
C -3.8236 6.5612 0.3027
C -3.6381 5.0282 0.4409
C -0.5322 3.0739 -0.4252
C 0.0571 1.8736 -0.2996
C 0.0191 -1.5196 -1.2321
C 1.4671 -1.8071 -1.6426
C 1.5429 -3.1955 -2.2537
C 0.1090 -3.7291 -2.4184
C -0.7747 -2.6870 -1.7963
N -2.0582 -2.6920 -2.0974
C -2.8666 -1.4545 -2.1450
C -4.3615 -1.7298 -1.8584
C -4.9493 -2.8481 -2.7260
C -4.0667 -4.1085 -2.6436
C -2.6122 -3.8090 -2.8787
H 0.7556 1.1237 1.9843
H 2.7546 0.9990 3.4195
H 5.4720 -2.0902 1.6050
H 6.0463 -0.3771 1.7104
H 7.0034 -2.8045 3.2612
H 7.9244 -1.5607 2.3597
H 6.0207 -1.9264 5.4862
H 6.6298 -0.2812 5.9190
H 5.1942 0.7663 4.2781
H 4.1670 -0.3987 5.1581
H 3.5584 -3.0130 1.8845
H 1.2722 -2.9897 0.8512
H -0.8804 -1.4884 0.4170
H -2.5914 0.0912 0.8635
H -3.6135 2.3366 0.8117
H -2.7939 4.6707 -2.3815
H -1.1158 5.0875 -1.8531
H -1.7348 7.2956 -1.2684
H -2.7184 6.9543 -2.7389
H -4.8291 6.8543 0.6544
H -3.0343 7.0847 0.9103
H -4.5437 4.5431 0.0297
H -3.5273 4.7820 1.5131
H 0.1079 3.9788 -0.6925
H 1.1486 1.7267 -0.4635
H -0.2679 -0.5341 -1.7277
H 1.5653 -1.0051 -2.3631
H 2.3088 -1.6841 -0.9487
H 2.0006 -3.0846 -3.2390
H 2.1411 -3.9375 -1.7028
H -0.0359 -4.7022 -1.9617
H -0.1831 -3.7921 -3.4728
H -2.7768 -1.0080 -3.1289
H -2.4838 -0.7142 -1.4042
H -4.9066 -0.7905 -1.9856
H -4.4378 -2.0086 -0.7876
H -5.9592 -3.0862 -2.3527
H -5.0087 -2.5138 -3.7750
H -4.1641 -4.5518 -1.6474
H -4.4110 -4.8468 -3.3592
H -2.4312 -3.6027 -3.9588
H -2.0343 -4.7472 -2.6511
*
```

structure (SMILES): c1cc(N2CCOCC2)ccc1C(c1ccc(N2CCOCC2)cc1)[C@H]1CCCC1=[N+]1CCCCC1
LUMO: -3.636 eV
HOMO-LUMO gap: 6.2 eV

Name the least stable of them. a.

a.
Computed, not measured: C2H3FS as an isolated structure, with ωB97M-V with the def2-TZVPD basis set.

The geometry in ORCA input format:
```
! RIJCOSX wB97M-V def2-TZVPD def2/J DEFGRID3
* xyz 0 1
C 0.7699 -0.2840 1.0980
C -0.3062 0.1986 -0.4000
F 0.4077 0.9103 -1.2451
S 0.0995 -1.1513 2.2482
H 1.6992 -0.0425 0.7619
H -1.2987 0.6319 0.0740
H -0.5527 -0.8290 -0.9432
*
```

LUMO: -0.480 eV
HOMO-LUMO gap: 8.2 eV

b.
Computed, not measured: C2H3FS as an isolated structure, with ωB97M-V with the def2-TZVPD basis set.

The geometry in ORCA input format:
```
! RIJCOSX wB97M-V def2-TZVPD def2/J DEFGRID3
* xyz 0 1
C 0.0704 0.2726 0.3233
C -0.9571 0.3944 -0.3806
F -2.2544 0.6077 -0.3669
S 0.3086 1.1838 -1.3630
H 0.3764 0.1622 1.3652
H 0.9054 -1.4707 0.0401
H 1.5508 -1.1499 0.3819
*
```

LUMO: 0.084 eV
HOMO-LUMO gap: 8.3 eV

c.
Computed, not measured: C2H3FS as an isolated structure, with ωB97M-V with the def2-TZVPD basis set.

The geometry in ORCA input format:
```
! RIJCOSX wB97M-V def2-TZVPD def2/J DEFGRID3
* xyz 0 1
C 0.0141 -0.2455 0.4419
C 1.2705 0.4050 -0.3932
F 1.9989 1.4126 0.1815
S 1.4276 -1.2612 0.0454
H -0.7065 -0.1133 -0.2243
H 1.0311 0.7355 -1.4154
H -0.6787 -0.3470 1.6972
*
```

LUMO: 0.589 eV
HOMO-LUMO gap: 9.7 eV

Name the least stable of them. b.

a.
Computed, not measured: an isolated molecule of C6H8N2O2, with ωB97M-V with the def2-TZVPD basis set.

The geometry in ORCA input format:
```
! RIJCOSX wB97M-V def2-TZVPD def2/J DEFGRID3
* xyz 0 1
C 3.0233 -0.7542 -0.3475
C 1.3505 0.4499 -1.8463
C 1.8080 0.0124 -0.5188
C -0.1838 -0.4996 -0.5464
C -1.4029 -0.8708 1.4848
C -1.4821 1.2782 0.3807
N 3.8862 -1.5220 -0.1310
N -1.0091 -0.0796 0.3545
O 1.8430 0.8796 -2.8782
O -0.0666 0.3272 -1.7124
H 1.8443 0.9462 0.1034
H -0.1283 -1.4796 -0.7460
H -1.1298 -2.0165 1.1206
H -0.8945 -0.5169 2.4617
H -2.5562 -0.8538 1.6129
H -2.5473 1.1069 0.3065
H -1.2433 1.7775 1.3944
H -1.1116 1.8151 -0.4929
*
```

LUMO: 0.268 eV
HOMO-LUMO gap: 9.0 eV

b.
Computed, not measured: a 2-piece molecular cluster, C6H8N2O2 overall, with ωB97M-V with the def2-TZVPD basis set.

The geometry in ORCA input format:
```
! RIJCOSX wB97M-V def2-TZVPD def2/J DEFGRID3
* xyz 0 1
O 0.2703 1.3766 -0.9683
C 0.9799 0.8729 -0.1854
C 2.0627 1.4655 0.4952
C 2.6941 0.7568 1.4836
N 2.2997 -0.4936 1.6812
C 1.2013 -1.1510 1.1532
O 1.1668 -2.3919 1.3434
N 0.5603 -0.4613 0.3204
H 2.6401 2.3982 -0.0745
H 3.5307 1.0852 2.0484
H 3.1401 -1.1445 2.0836
H -0.0071 -1.0122 -0.2298
C -3.4519 -0.3384 -2.2105
C -3.4511 -0.0596 -0.8423
H -3.8001 -1.2023 -2.6854
H -3.1363 0.5305 -2.8675
H -3.6234 -0.9799 -0.2914
H -3.0761 0.7490 -0.2540
*
```

structure (SMILES): O=c1cc[nH]c(=O)[nH]1.C=C
LUMO: 0.256 eV
HOMO-LUMO gap: 9.6 eV

c.
Computed, not measured: an isolated molecule of C6H8N2O2, with ωB97M-V with the def2-TZVPD basis set.

The geometry in ORCA input format:
```
! RIJCOSX wB97M-V def2-TZVPD def2/J DEFGRID3
* xyz 0 1
C 1.4485 0.7934 1.5940
C 0.6328 -0.2678 0.8571
N -0.4803 -0.7892 1.3820
C -1.6493 -0.7693 0.8663
C -2.0047 0.0120 -0.2196
C -1.2221 0.5139 -1.1264
C 0.2462 0.3538 -1.0602
N 0.8742 -0.6629 -1.8115
O 2.1107 -0.6332 -1.8532
O 0.1935 -1.5162 -2.2913
H 1.3458 1.7325 1.0243
H 2.4524 0.4322 1.6444
H 0.9571 0.7897 2.5405
H 1.2679 -1.1716 0.4710
H -2.2622 -1.3881 1.5263
H -3.0562 0.2630 -0.3862
H -1.6178 0.9638 -1.9657
H 0.7635 1.3442 -1.1919
*
```

structure (SMILES): C/C=N/C=C\C=C\[N+](=O)[O-]
LUMO: -0.172 eV
HOMO-LUMO gap: 8.9 eV

d.
Computed, not measured: a 2-piece molecular cluster, C6H8N2O2 overall, with ωB97M-V with the def2-TZVPD basis set.

The geometry in ORCA input format:
```
! RIJCOSX wB97M-V def2-TZVPD def2/J DEFGRID3
* xyz 0 1
C -0.4513 0.0328 0.1372
C 2.3400 2.0320 -0.3482
C 2.0469 0.8523 0.0449
C 2.7508 -0.4018 0.1395
C -2.5704 -0.1723 0.2889
C -1.9961 -1.4399 -0.2475
N -1.5745 0.8133 0.0942
N -0.5377 -1.1842 -0.1695
O 2.0773 -1.4783 -0.0748
O 3.9738 -0.3611 0.4067
H 3.3817 2.2659 -0.4299
H 1.6489 2.8234 -0.6974
H -3.4518 0.0260 -0.1925
H -2.9006 -0.2270 1.3107
H -2.1478 -2.2543 0.5425
H -2.2250 -1.5219 -1.3016
H -1.4441 1.6228 0.5837
H 1.0799 -1.4276 -0.0869
*
```

LUMO (spin up / spin down): -0.918 / -0.596 eV
HOMO-LUMO gap (spin up / spin down): 8.0 / 8.8 eV

Name the least stable of them. c.